Entry 1:
Density functional theory data (wB97M-V/def2-TZVPD) for a 2-piece molecular cluster, C25H20N3O3 overall.

Geometry as XYZ:
```
51
Properties=species:S:1:pos:R:3:forces:R:3
C 1.51623 -5.81561 5.84150 -0.5 0.1 1.9
N 0.33286 -4.69361 9.76899 -0.8 1.0 2.8
C 0.27127 1.75349 4.61447 0.6 -0.3 -0.4
C -0.16033 -5.76532 7.63259 0.1 0.2 0.3
H -2.03530 0.47420 2.39000 -0.1 -0.2 0.0
C -1.23935 -1.47359 1.85095 0.5 -0.2 0.8
H 2.48967 0.00557 1.93189 -0.2 0.2 0.2
H 0.63739 -9.60758 2.73631 0.2 0.2 -0.1
C 2.45417 -5.25042 6.76276 -0.5 -0.2 -0.8
C 2.35439 1.63529 3.36513 -0.6 -0.5 0.0
O 1.17426 -4.14043 10.51761 -1.6 -1.1 -1.4
C 1.30375 -9.07106 2.04905 0.1 -0.1 -0.1
C 1.86675 0.53402 2.65631 0.2 0.7 0.4
H 3.49668 -5.11509 6.46293 -0.4 0.1 -0.1
C 2.07820 -4.89603 8.04790 -0.5 0.1 0.6
C 1.95429 -7.84496 2.65923 2.2 1.0 -1.4
C 1.91146 -6.18642 4.49189 0.2 -1.8 -0.4
N 3.32082 -3.86001 0.04169 -0.8 0.2 1.0
C 1.49059 -3.27515 1.77929 -1.1 -1.1 -0.1
H -1.17610 -5.93233 7.98954 0.3 0.0 -0.1
H 1.95829 3.08724 4.91949 -0.2 -0.2 -0.2
C 0.22356 -6.14055 6.35505 0.7 0.4 -0.4
H -1.16358 0.20974 4.18961 0.2 0.1 -0.1
C 0.16821 -1.20050 2.19795 -1.0 -0.8 0.4
C -1.58002 -2.70088 1.24065 -0.6 -0.2 -0.1
H -4.98307 -2.42597 1.22912 0.3 0.1 0.1
H -0.47240 -6.69284 5.71714 0.1 0.5 0.3
H 0.51406 -7.81471 4.27842 0.0 0.4 0.0
C -2.27586 -0.53334 2.06932 -0.5 -0.3 -0.2
C 1.55480 2.24324 4.34975 0.2 0.2 0.0
C 2.54668 -3.60334 0.88020 1.1 -0.1 -0.4
C 0.75975 -5.12541 8.48072 0.4 -0.5 -1.9
C -2.91651 -3.03352 1.00496 0.3 0.7 0.3
H 0.91002 -4.12536 2.19362 0.0 0.3 -0.7
O -0.86313 -4.87918 10.10334 2.4 0.3 -0.7
H 3.35909 1.99551 3.14677 -0.2 0.0 0.2
H -0.34656 2.22875 5.36996 0.1 -0.1 0.0
H -0.78881 -3.38828 0.94019 -0.3 0.2 0.2
C 1.33358 -7.24268 3.84571 0.6 0.9 0.9
H -4.39678 -0.17666 2.15165 0.1 0.0 -0.1
H 2.75695 -4.40403 8.74928 -0.1 -0.3 -0.4
C 0.57079 0.04157 2.89967 0.4 -0.3 -0.4
O 2.98912 -7.35660 2.16537 -2.0 -1.2 0.9
N 1.15643 -2.03288 1.92891 1.1 1.8 -0.3
H -3.15526 -3.98914 0.54784 0.0 0.1 0.0
H 2.07814 -9.75345 1.68183 -0.1 0.2 0.1
C -3.93709 -2.14451 1.37537 -0.3 -0.2 -0.2
H 2.86836 -5.79232 4.12252 -0.6 0.0 -0.2
C -0.20259 0.63871 3.91437 0.2 0.3 0.1
C -3.61620 -0.88370 1.88554 0.7 -0.3 -0.2
H 0.71947 -8.74700 1.17836 0.1 0.0 0.2
```
Forces are in eV/Å.

Results
Frontier orbital gap: 0.09583 hartree
Strongest force on any atom: 3.08 eV/Å
Lowest unoccupied orbital energy: 0.32 eV
Total charge: -1
Highest occupied orbital energy: -0.0841 hartree


Entry 2:
Density functional theory data (wB97M-V/def2-TZVPD) for one molecule with the formula C5H7N.

Geometry as XYZ:
```
13
Properties=species:S:1:pos:R:3:forces:R:3
H -0.97890 -2.65743 0.75366 0.1 0.2 0.0
C -0.12648 0.42752 -0.08300 -0.1 -0.1 -0.1
H 1.66705 -2.06316 1.05541 -0.2 0.1 0.0
N 1.05035 -0.14745 0.32015 0.1 0.3 0.0
H -1.08078 2.30795 -0.54666 0.1 -0.1 0.0
C 0.84734 -1.44574 0.71161 -0.1 -0.1 0.0
C -0.48890 -1.71362 0.55285 0.0 -0.1 0.0
H 1.90433 0.37564 0.40594 0.1 -0.2 0.0
H 0.67641 2.41927 -0.43292 -0.1 -0.2 0.1
H -0.07334 1.65495 -1.83387 0.0 0.0 0.1
C -0.15041 1.77125 -0.74683 0.0 0.1 0.0
C -1.10385 -0.52833 0.05818 0.0 0.1 -0.1
H -2.14281 -0.40086 -0.21453 0.1 0.0 0.1
```
Forces are in eV/Å.

Results
Frontier orbital gap: 0.33191 hartree
Strongest force on any atom: 0.30 eV/Å
Lowest unoccupied orbital energy: 1.06 eV
Total charge: 0
Highest occupied orbital energy: -0.2930 hartree


Entry 3:
Density functional theory data (wB97M-V/def2-TZVPD) for C30H35BN12O3PbS as an isolated structure.

Geometry as XYZ:
```
83
Properties=species:S:1:pos:R:3:forces:R:3
C -5.49340 0.54810 1.75730 0.1 0.0 0.0
H 4.01480 1.89112 5.28850 0.0 0.0 0.0
H -4.77364 1.22648 -2.10094 0.0 0.0 0.0
H 5.50649 0.08151 6.02457 0.0 0.0 0.0
C -3.16222 2.59657 1.97735 0.0 0.1 -0.1
C 5.82313 -0.75622 -4.82735 0.1 0.1 0.0
C -1.59178 1.59214 -2.67013 0.0 0.0 0.0
H -1.98547 -3.09974 -4.09850 0.0 0.0 0.0
C 1.25292 -1.27862 -3.44827 -0.1 0.0 0.0
H 5.67898 -0.51410 4.37227 0.0 0.0 0.0
H 5.45920 1.94682 4.28470 0.0 0.0 0.0
C 4.59658 1.33405 4.54254 0.0 0.0 0.0
C 1.17970 -2.02825 -4.60375 0.1 -0.1 -0.1
S 2.80644 0.87237 -2.74770 0.2 0.1 0.0
H 3.13608 2.13684 1.58133 0.0 0.0 0.0
H 1.22520 -1.89495 4.40840 0.0 0.0 0.0
C -3.70236 1.30266 -2.15148 0.0 0.0 0.0
H 7.08116 -1.24828 -7.15434 0.0 0.0 0.0
H -5.02467 0.84328 2.68086 0.0 0.0 0.0
C 6.49124 -0.33302 -7.20912 0.0 0.1 0.0
C -0.86721 -1.78213 -2.83581 -0.1 0.1 0.1
C 3.72859 2.36107 2.45950 0.0 0.0 0.0
H 3.08103 -0.40227 5.99547 -0.1 0.0 0.0
C 4.89468 -0.79663 -3.83777 -0.1 0.0 0.0
O 2.34353 0.03247 1.98651 0.0 -0.1 0.2
H -4.21180 2.83178 1.93058 0.0 0.0 0.0
N -4.79451 0.42979 0.58691 -0.1 0.2 0.1
H 3.94891 -1.86627 5.54293 0.0 0.0 0.0
H 2.01258 -2.09817 -5.29061 0.0 0.0 0.0
C -0.00141 -2.71473 -4.84514 0.0 0.0 0.0
C -1.00025 2.53157 2.30520 0.0 0.1 0.0
H -1.66898 -1.63406 -2.12278 0.0 0.0 0.0
C -2.87541 1.72652 -3.17622 0.0 0.0 0.0
H -7.63058 -0.50851 -0.44927 0.0 0.0 0.0
N 3.00033 -0.89832 3.97697 0.0 -0.1 0.1
C -2.48509 -3.03324 1.20888 0.0 0.0 0.0
H 2.62252 -2.93545 4.08031 0.0 0.0 0.0
C -1.27896 -2.52634 0.75156 0.0 0.0 0.0
N 3.77478 1.20407 3.33647 -0.1 -0.2 0.0
C 2.99688 0.11116 3.01183 0.2 0.3 0.0
C 4.99683 -0.02208 5.06848 0.0 0.0 -0.1
C -6.80169 -0.15583 0.14400 0.0 -0.1 0.0
N -1.63225 1.12051 -1.42164 0.0 -0.1 0.1
H 2.25614 0.63070 -5.56990 0.0 0.0 0.0
H 4.74785 2.62243 2.17093 0.0 0.0 0.0
H 6.82618 -1.11993 -4.64592 0.0 0.0 0.0
C 3.74148 -0.84289 5.23539 0.1 0.0 0.0
C 3.24891 0.23804 -5.38546 -0.1 -0.1 0.0
O 3.65246 1.08780 -1.62743 -0.1 0.0 -0.1
C -1.04551 -2.58984 -3.94504 0.0 0.0 0.0
H 6.04066 -0.23352 -8.19324 0.0 0.0 0.0
H 3.30377 3.20560 3.00870 0.0 0.0 0.0
C -6.78888 0.19827 1.50931 0.0 -0.2 0.0
O 1.87592 1.84150 -3.21148 0.0 0.0 0.0
Pb 0.12358 0.39098 -0.05326 -0.3 0.3 -0.2
H 3.96244 0.65016 -7.33726 0.0 0.0 0.0
C 4.19930 0.24964 -6.36040 0.0 0.0 0.0
N -1.42290 -1.23984 0.40830 0.1 0.0 0.1
C 2.11085 -2.02375 3.77567 0.0 0.0 -0.1
N -1.30538 1.52873 1.47887 0.1 -0.1 0.1
C -3.36408 -1.96530 1.12373 0.0 -0.1 0.0
H -3.17149 2.09350 -4.14282 0.0 0.0 0.0
H -0.10073 -3.32499 -5.73258 0.0 0.0 0.0
N -5.60691 -0.03966 -0.40094 0.0 0.1 0.1
H -2.70066 -4.03004 1.55047 0.0 0.0 0.0
N 0.27235 -1.12948 -2.57248 0.2 -0.1 -0.1
B -3.32103 0.52341 0.34838 0.0 0.0 -0.1
C 5.48785 -0.27750 -6.12127 0.0 0.0 0.0
H 7.19742 0.49678 -7.07789 0.0 0.0 0.0
N -2.71097 -0.89959 0.64517 0.1 0.1 0.0
H -4.41209 -1.91188 1.37026 0.0 0.0 0.0
C 3.57847 -0.28109 -4.08530 -0.1 0.2 0.1
N 2.50073 -0.65045 -3.08495 0.0 -0.3 -0.2
H -2.22527 4.09721 3.29759 0.0 0.0 0.0
H 5.12128 -1.19921 -2.85935 0.0 0.0 0.0
C -2.14288 3.23936 2.65424 0.0 0.0 0.0
H 1.80777 -2.06838 2.73649 0.0 0.0 0.0
N -2.94452 0.93633 -1.10692 0.0 -0.1 0.0
H 0.02250 2.69759 2.60692 0.0 0.0 0.0
H -7.60451 0.15785 2.20966 0.0 0.1 0.0
H -0.32839 -3.02262 0.62557 0.0 0.0 0.0
H -0.64521 1.81950 -3.13440 0.0 0.0 0.0
N -2.64539 1.56570 1.29073 0.0 -0.2 0.0
```
Forces are in eV/Å.

Results
Frontier orbital gap (spin up / spin down): 0.18881 / 0.12345 hartree
Strongest force on any atom: 0.49 eV/Å
2S+1: 2
Lowest unoccupied orbital energy (spin up / spin down): -9.71 / -11.49 eV
Total charge: +3
Expectation value of S²: 0.78
Highest occupied orbital energy (spin up / spin down): -0.5458 / -0.5458 hartree


Entry 4:
Density functional theory data (wB97M-V/def2-TZVPD) for one molecule with the formula C3H8O2.

Geometry as XYZ:
```
13
Properties=species:S:1:pos:R:3:forces:R:3
C -0.75002 -1.32248 0.45749 0.2 -0.3 0.3
H 1.70171 1.53511 0.43369 -0.1 0.1 -0.3
H -0.79026 -1.90718 1.38285 -0.1 -0.2 -0.1
O 0.08866 0.70242 -0.59543 0.3 0.1 0.4
C 1.48850 1.05445 -0.52460 0.4 0.3 -0.3
H 1.70405 1.67271 -1.39079 0.3 0.2 -0.1
H -0.48030 1.48920 -0.54238 0.3 -0.2 0.0
O -2.11060 -1.10640 0.05770 -0.3 0.1 -0.3
H -0.58692 0.54410 1.42327 -0.1 -0.1 0.0
H -2.09922 -0.63213 -0.78280 0.0 -0.2 0.1
H 2.02581 0.10703 -0.52483 -0.1 0.3 -0.2
C 0.04725 -0.15993 0.86643 -0.5 -0.2 0.3
H -0.21242 -1.92032 -0.29960 -0.3 0.1 0.2
```
Forces are in eV/Å.

Results
Frontier orbital gap: 0.28756 hartree
Strongest force on any atom: 0.66 eV/Å
Lowest unoccupied orbital energy: 0.33 eV
Total charge: 0
Highest occupied orbital energy: -0.2755 hartree


Entry 5:
Density functional theory data (wB97M-V/def2-TZVPD) for C9H15Cl2EuGaO6P as an isolated structure.

Geometry as XYZ:
```
35
Properties=species:S:1:pos:R:3:forces:R:3
H -0.32609 -0.24867 2.64794 0.1 0.2 0.1
O 4.15295 -4.86809 -1.51383 -1.8 0.9 1.7
H -1.80665 0.57699 -3.51677 0.2 -0.4 0.5
H 0.20975 3.30216 1.00249 0.2 -0.3 -0.2
O 0.81584 1.08173 1.55514 -0.7 -1.8 0.1
H -1.11522 2.94845 -1.78509 0.0 0.0 0.5
C 0.16324 0.47289 -2.61768 -0.8 1.1 -3.6
H -1.82833 0.30641 -1.73769 0.0 0.1 -0.2
H 0.24942 1.69408 4.07022 -0.5 0.1 -0.3
H -1.76249 3.80497 -0.37087 0.3 -0.5 -0.1
Ga 0.16139 -1.71950 0.19536 4.1 -0.4 1.8
H -1.37610 -1.04135 -2.84336 0.0 0.5 -0.1
C -0.39450 0.77074 2.21366 -1.2 0.1 1.1
H 0.31439 1.56191 -2.55391 0.0 -0.5 0.4
C 1.47155 -5.88502 0.55866 -4.8 -17.4 0.2
P 0.80709 0.50349 -0.06657 2.1 6.3 -1.6
H 0.61920 0.20080 -3.59281 0.0 -0.1 0.5
Cl 0.27408 -3.38095 1.91452 -4.1 2.3 1.6
C -1.12775 2.94808 -0.67996 0.5 0.2 -0.2
H -1.53652 1.46608 3.91661 0.5 0.0 -0.3
O 1.26007 2.14378 -0.38743 -0.9 -5.1 -1.8
O 1.12752 -6.97936 0.62781 0.7 2.4 0.1
O -2.83153 -1.82540 0.10715 5.2 0.2 0.3
O 0.86970 -0.23170 -1.62483 0.3 0.3 4.0
H -1.28189 0.84003 1.55051 0.4 -0.2 -0.2
Cl 2.55097 -1.79468 0.30475 0.2 4.7 -0.9
H 0.65463 4.09583 -0.49639 0.3 -0.7 0.2
C -1.30297 0.05459 -2.67691 0.1 -0.3 0.2
C -0.61031 1.73955 3.36880 0.3 0.6 0.8
H -0.71985 2.77841 2.99730 0.1 -0.6 0.1
C 0.27494 3.13618 -0.08737 -1.3 2.6 0.5
Eu 2.00628 -4.12151 0.43825 -2.9 11.8 7.4
C 3.33335 -4.58609 -0.75915 12.8 -5.6 -11.7
H -1.61238 2.03243 -0.30208 0.0 -0.1 0.0
C -1.68376 -1.77726 0.14354 -9.3 -0.6 -0.9
```
Forces are in eV/Å.

Results
Frontier orbital gap (spin up / spin down): 0.16359 / 0.18696 hartree
Strongest force on any atom: 18.19 eV/Å
2S+1: 7
Lowest unoccupied orbital energy (spin up / spin down): -17.54 / -19.03 eV
Total charge: +4
Expectation value of S²: 12.06
Highest occupied orbital energy (spin up / spin down): -0.8081 / -0.8862 hartree


Entry 6:
Density functional theory data (wB97M-V/def2-TZVPD) for one molecule with the formula C7H10O.

Geometry as XYZ:
```
18
Properties=species:S:1:pos:R:3:forces:R:3
H -1.44467 0.26851 2.70350 0.5 -0.4 -0.5
C -0.41335 -0.76590 0.99012 0.5 0.6 -1.2
C 1.28874 0.61187 -1.89418 -0.6 -2.7 0.9
C -0.02135 -0.05191 -1.36672 -1.6 1.6 -1.4
H -1.54209 -1.62715 4.03544 0.1 -0.6 -0.2
H 1.79820 0.03466 -2.71834 -1.0 0.9 0.3
C -0.32824 0.21304 0.08550 -0.4 0.8 0.0
H -0.92697 0.38969 -2.00188 1.8 -0.9 1.2
H -0.02812 -1.10085 -1.54308 0.1 -0.9 -0.1
H 2.02652 0.46309 -1.06242 -0.4 0.7 -0.6
H -0.72970 -2.75834 2.75922 0.0 0.1 -0.1
O 0.10355 2.65466 -2.58244 -0.5 -0.5 -0.3
C -0.98739 -0.65583 2.31299 0.0 -1.7 0.7
H -0.01377 -1.72417 0.62633 -0.5 0.0 0.6
C -1.08337 -1.78090 3.05500 -0.5 1.8 0.6
H 1.88207 2.52986 -1.65749 0.3 1.4 -0.1
C 1.01765 2.04464 -2.11275 2.0 0.7 0.5
H -0.59771 1.25502 0.37118 0.1 -0.8 -0.3
```
Forces are in eV/Å.

Results
Frontier orbital gap: 0.35069 hartree
Strongest force on any atom: 2.94 eV/Å
Lowest unoccupied orbital energy: 0.88 eV
Total charge: 0
Highest occupied orbital energy: -0.3182 hartree


Entry 7:
Density functional theory data (wB97M-V/def2-TZVPD) for C25H35CeN7O2S as an isolated structure.

Geometry as XYZ:
```
71
Properties=species:S:1:pos:R:3:forces:R:3
C 4.07190 -2.53744 -0.12783 0.2 0.2 0.1
H 5.92545 -0.71916 2.01103 0.0 0.0 0.0
C -1.11013 -3.94151 -2.71786 -0.2 0.0 0.3
H -4.29469 0.88874 0.27547 0.0 0.0 0.0
H -3.16585 2.00112 2.13547 0.0 0.0 0.0
O 0.17347 -1.93440 -1.55525 0.0 -0.7 -0.5
C 2.89234 1.59018 4.79097 0.0 0.1 -0.1
H 3.33703 2.79062 -3.94948 0.0 0.0 0.0
C 0.89744 -1.08513 2.22068 -0.5 1.0 -2.0
H 6.36125 -2.28959 1.32703 0.0 0.0 0.0
Ce 0.16830 -0.40081 -0.01923 0.2 0.4 2.2
H 4.58153 -3.48028 -0.22957 0.0 0.0 0.0
N -0.76040 -4.33042 -3.73880 0.0 0.0 0.0
C 1.08611 -2.81937 3.84569 -0.1 -0.1 -0.1
H -3.06106 3.06742 -5.31684 0.0 0.0 0.0
H -3.24711 1.97421 -6.68641 0.0 0.0 0.0
C -3.32453 0.51412 0.60059 0.0 -0.2 -0.1
S -0.31290 0.41360 -3.11497 -0.1 0.4 0.4
C 2.36413 2.31568 -4.06584 0.0 0.1 0.0
C -1.51938 -3.39986 -1.44349 -0.3 -0.4 -0.1
H 3.76950 0.35556 1.24954 0.0 0.0 0.0
C 3.02216 -2.00010 -0.79351 -0.1 0.1 -0.1
H 3.28506 0.36024 -4.02846 0.0 0.1 -0.1
N -0.88507 -2.42787 -0.91346 0.4 0.3 0.2
C -0.96133 1.75177 -4.11047 0.1 0.3 0.0
H 1.52848 1.52993 1.69244 0.0 0.2 -0.2
H -2.30773 2.40030 0.65504 0.0 0.0 0.0
N 2.74129 -0.72945 -0.29409 -0.3 -0.3 0.1
H 2.47019 -2.42902 -1.61065 0.0 0.0 0.0
H 2.06771 -2.30538 5.65524 0.0 0.0 0.0
C 3.65724 -0.53282 0.65076 0.0 0.1 -0.1
H -1.75566 2.88841 -6.49203 0.0 0.0 0.0
N -3.62877 -4.21657 -0.17685 0.0 0.0 0.1
H -3.51072 -0.33749 1.25810 0.0 0.0 0.0
H -2.95701 -0.75062 -0.98725 0.0 0.0 0.0
H 2.58669 0.83391 -2.51114 0.0 0.0 0.1
C 1.56359 -0.15457 3.04568 0.1 -0.2 0.4
H -1.46129 0.49105 -5.79468 0.0 0.0 0.0
N -1.29692 0.99700 1.84216 0.1 -0.1 -0.3
C 2.65647 0.30112 5.17204 0.0 -0.2 0.1
C -2.68079 -3.88126 -0.72919 0.3 0.0 -0.4
H 1.64790 2.91058 -3.49552 0.0 0.0 0.0
C 2.42627 0.87251 -3.58797 0.0 -0.1 -0.1
C 1.22819 0.00058 -3.95022 0.0 0.1 0.0
H 0.12970 -3.06374 1.92133 0.0 0.0 0.0
C -1.95734 1.20604 -5.13213 0.1 0.0 0.0
C 0.64713 -2.36252 2.57260 0.1 -0.5 0.4
C 2.47424 2.04609 3.51635 0.1 -0.1 0.2
H 0.95750 0.06865 -5.00904 0.1 0.0 0.0
C 1.98804 -0.60973 4.31290 0.1 0.0 0.2
H 2.66906 3.06679 3.21606 0.0 0.0 0.0
H -1.51828 0.29876 2.54915 0.1 0.0 0.0
H -0.75275 1.69953 2.33477 0.0 0.0 0.0
N 4.47332 -1.57953 0.77706 0.1 -0.1 0.2
C 1.82851 1.18724 2.67576 -0.1 -0.2 0.0
H -1.42439 2.43676 -3.39583 -0.1 0.0 0.0
H 2.10205 2.38330 -5.12403 0.0 0.0 0.0
H 3.39859 2.26933 5.46309 0.0 0.0 0.0
H -2.48823 0.77459 -1.24145 0.0 0.0 0.0
H 2.97255 -0.04776 6.14749 0.0 0.0 0.0
C -2.53747 2.35206 -5.95272 0.0 0.0 -0.1
H 1.39785 -1.05118 -3.72068 0.0 0.0 0.0
N -2.50285 0.03931 -0.53950 0.2 0.1 0.0
H -2.75047 0.65351 -4.62329 0.0 0.0 0.0
C 5.55406 -1.70974 1.76397 -0.2 0.0 -0.2
H -0.12604 2.26516 -4.58485 -0.1 0.0 0.0
O 0.10030 1.07167 -1.71611 -0.1 -0.6 -0.9
H 0.89130 -3.84322 4.13273 0.0 0.0 0.1
C 1.73512 -1.96226 4.68327 0.0 0.1 0.0
C -2.55705 1.58214 1.33401 0.1 0.1 0.1
H 5.18416 -2.20330 2.65930 0.0 0.0 0.0
```
Forces are in eV/Å.

Results
Frontier orbital gap (spin up / spin down): 0.24124 / 0.24105 hartree
Strongest force on any atom: 2.28 eV/Å
Lowest unoccupied orbital energy (spin up / spin down): -7.08 / -7.08 eV
Total charge: +2
Highest occupied orbital energy (spin up / spin down): -0.5013 / -0.5013 hartree


> Look up the total charge of the fifth one.

+4


> What is the total charge in the second record?

0


> Which formula does entry 1 have?

C25H20N3O3